[1]
A structure of composition C18H20KN3O3S2 in a non-equilibrium geometry, computed with the ωB97M-V functional and the def2-TZVPD basis.

The calculation puts the strongest force on any atom at 0.0429 hartree/bohr. The total charge is -2. Its frontier orbital gap is 3.09 eV. Its lowest unoccupied orbital energy is 0.149 Eh. The calculation puts the highest occupied orbital energy at 0.955 eV. The calculation puts the calculated total energy at -2484.2107 Ha.

Each line ends with the Mulliken charge.
Positions of all 47 atoms, in Å:
K1 -0.54387 0.31277 -0.29901  1.040
O1 4.51529 -0.58650 2.36893  -0.480
C1 3.57937 -0.55112 3.35704  1.176
C2 4.01108 -0.44524 4.67732  -0.825
C3 3.11880 -0.41060 5.73677  -0.436
C4 1.76064 -0.48371 5.47080  -0.737
C5 1.33096 -0.58202 4.16002  -0.510
C6 2.20325 -0.61850 3.07025  0.001
C7 1.54926 -0.69734 1.71670  0.524
O2 0.29856 -0.64294 1.66943  -0.939
N1 2.38264 -0.76091 0.67000  -0.567
N2 1.71558 -0.87628 -0.49024  -0.081
C8 2.35731 -0.68388 -1.58102  -0.451
C9 1.65471 -0.70409 -2.84942  0.882
C10 2.33497 -0.43092 -4.04461  -0.958
C11 1.62845 -0.34644 -5.22663  -0.184
C12 0.25211 -0.53018 -5.20399  -0.654
C13 -0.34028 -0.82384 -3.98204  -0.232
N3 0.32846 -0.93016 -2.84549  -0.030
H1 5.37921 -0.54012 2.78762  0.299
H2 5.07805 -0.38430 4.87650  0.206
H3 3.48641 -0.32309 6.75174  0.355
H4 1.04119 -0.45186 6.27975  0.363
H5 0.27762 -0.62572 3.91621  0.435
H6 3.42155 -0.43354 -1.58275  0.262
H7 3.40620 -0.26833 -4.01915  0.320
H8 2.13537 -0.11842 -6.15720  0.381
H9 -0.34325 -0.43075 -6.10069  0.355
H10 -1.41533 -0.96137 -3.91189  0.371
C14 -5.46555 2.20987 -0.62462  -1.417
C15 -4.02504 1.98409 -1.07142  0.287
S1 -3.61491 0.32410 -1.41376  -0.606
C16 -3.18304 3.04476 -1.17117  0.177
C17 -3.66092 4.43829 -0.80466  -1.279
S2 -1.50849 2.98888 -1.66470  -0.665
H11 -5.97745 1.25161 -0.57568  0.304
H12 -6.01458 2.85239 -1.32698  0.281
H13 -5.51876 2.68071 0.36604  0.264
H14 -4.75216 4.53199 -0.78342  0.331
H15 -3.25917 5.16153 -1.51709  0.290
H16 -3.27614 4.71436 0.18615  0.167
C18 -1.04774 -3.57897 0.54474  -0.407
O3 -1.16894 -3.75342 -0.86036  -0.552
H17 -1.15715 -4.56455 1.00105  0.309
H18 -1.82060 -2.91289 0.93926  0.246
H19 -0.07427 -3.16257 0.81844  0.066
H20 -1.07940 -2.88082 -1.25674  0.316

=====

[2]
An isolated molecule of C18H20N2O3 in a non-equilibrium geometry, computed with the ωB97M-V functional and the def2-TZVPD basis.

The calculation puts the strongest force on any atom at 0.1109 hartree/bohr. The total charge is 0. As for the SMILES: N[C@@H](Cc1ccccc1)C(=O)N[C@@H](Cc1ccccc1)C(=O)O. Its frontier orbital gap is 9.80 eV. Its lowest unoccupied orbital energy is 0.018 Eh. The calculation puts the highest occupied orbital energy at -9.313 eV. The calculation puts the calculated total energy at -1033.0520 Ha.

Each line ends with the Mulliken charge.
Positions of all 43 atoms, in Å:
N1 1.00493 -0.35563 3.57720  -0.765
C1 0.52950 -0.84449 2.20749  -0.053
C2 -1.04234 -0.31460 1.88749  -0.791
C3 -1.66629 -1.00934 0.64908  0.079
C4 -1.65977 -2.39907 0.43665  -0.108
C5 -2.34731 -3.07219 -0.62972  -0.812
C6 -3.05987 -2.30811 -1.54166  -0.525
C7 -3.13746 -0.90133 -1.33541  -0.691
C8 -2.50455 -0.35987 -0.24533  0.217
C9 1.56393 -0.82357 1.12003  0.656
O1 2.67792 -0.13561 1.30980  -0.798
N2 1.31434 -1.22185 -0.12182  -0.057
C10 1.96349 -0.62517 -1.24970  -0.418
C11 2.10758 0.94079 -1.24552  -0.952
C12 0.78600 1.68672 -0.85072  0.437
C13 -0.23858 1.73845 -1.77050  -0.180
C14 -1.41242 2.47511 -1.43651  -0.919
C15 -1.40468 3.32151 -0.33916  -0.282
C16 -0.39864 3.27260 0.61437  -0.570
C17 0.60627 2.25545 0.44379  -0.084
C18 3.48553 -1.14197 -1.39015  0.280
O2 3.90099 -1.43419 -2.45960  -0.553
O3 4.32364 -0.76016 -0.40182  -0.558
H1 1.00884 0.60099 3.47156  0.290
H2 1.98995 -0.46531 3.82174  0.331
H3 0.19629 -1.89178 2.21957  0.437
H4 -1.11611 0.79031 1.76700  0.360
H5 -1.70635 -0.68892 2.71784  0.360
H6 -1.16868 -3.05869 1.07577  0.399
H7 -2.43369 -4.06713 -0.43939  0.486
H8 -3.52145 -2.73043 -2.37431  0.465
H9 -3.43970 -0.33167 -2.19214  0.368
H10 -2.54863 0.85819 -0.24314  0.051
H11 0.40140 -1.64983 -0.31104  0.189
H12 1.44073 -1.05836 -2.21371  0.500
H13 2.93274 1.25257 -0.53360  0.322
H14 2.24615 1.32278 -2.32460  0.515
H15 -0.14002 1.30139 -2.75125  0.463
H16 -2.30567 2.33685 -2.07398  0.430
H17 -1.98107 4.14303 -0.18265  0.513
H18 -0.48595 3.69471 1.63021  0.352
H19 1.42313 2.19749 1.27668  0.159
H20 3.81589 -0.53966 0.43119  0.455

=====

[3]
An isolated molecule of C18H20N2O4S in a non-equilibrium geometry, computed with the ωB97M-V functional and the def2-TZVPD basis.

The calculation puts the strongest force on any atom at 0.0238 hartree/bohr. The total charge is 0. As for the SMILES: C=CCNC(=O)c1ccc(N(C)S(=O)(=O)c2ccc(OC)cc2)cc1. Its frontier orbital gap is 9.25 eV. Its lowest unoccupied orbital energy is 0.020 Eh. The calculation puts the highest occupied orbital energy at -8.702 eV. The calculation puts the calculated total energy at -1506.5422 Ha.

Each line ends with the Mulliken charge.
Positions of all 45 atoms, in Å:
C1 4.91364 4.80177 2.28439  -0.755
C2 3.70477 4.44611 1.89291  -0.003
C3 3.16080 4.67978 0.51721  -0.725
N1 2.62191 3.46220 -0.04963  -0.183
C4 1.31982 3.33796 -0.40543  0.311
O1 0.52442 4.25244 -0.30824  -0.671
C5 0.94570 2.00002 -0.94539  0.664
C6 1.49773 0.81327 -0.47823  -1.209
C7 1.09466 -0.40383 -0.99463  -0.118
C8 0.13551 -0.46579 -2.00673  0.347
N2 -0.26753 -1.67814 -2.57189  0.008
C9 0.53286 -2.85805 -2.34169  -1.219
S1 -1.93162 -2.01678 -2.62226  1.208
O2 -2.06586 -3.30469 -3.23412  -0.697
O3 -2.62633 -0.91496 -3.20814  -0.686
C10 -2.32524 -2.13123 -0.88531  -0.223
C11 -2.35367 -3.36932 -0.27841  -0.652
C12 -2.57931 -3.46828 1.08445  -0.367
C13 -2.76621 -2.31079 1.83913  0.815
O4 -2.99012 -2.28637 3.17280  -0.418
C14 -3.07924 -3.50607 3.87423  -0.847
C15 -2.72778 -1.06124 1.20711  -0.780
C16 -2.50852 -0.97180 -0.14981  -0.301
C17 -0.41491 0.72806 -2.47935  -0.231
C18 -0.02793 1.93561 -1.93997  -0.810
H1 5.26473 4.62635 3.28672  0.260
H2 5.59957 5.30106 1.61934  0.254
H3 3.02495 3.94794 2.57131  0.288
H4 3.93720 5.09040 -0.13769  0.363
H5 2.32102 5.38263 0.55903  0.311
H6 3.25532 2.69191 -0.18731  0.254
H7 2.22416 0.82266 0.32264  0.379
H8 1.52968 -1.30676 -0.59683  0.430
H9 0.48802 -3.20371 -1.30223  0.415
H10 1.56704 -2.65334 -2.61589  0.436
H11 0.13400 -3.63659 -2.98729  0.362
H12 -2.21514 -4.24982 -0.88596  0.510
H13 -2.60879 -4.44350 1.54313  0.404
H14 -3.28083 -3.23394 4.90879  0.240
H15 -2.14131 -4.06751 3.82449  0.343
H16 -3.89780 -4.12617 3.49708  0.348
H17 -2.87716 -0.17930 1.80861  0.460
H18 -2.48836 -0.01823 -0.65190  0.532
H19 -1.15847 0.68874 -3.25678  0.526
H20 -0.46538 2.85728 -2.29224  0.426